[1]
{
  "formula": "C18H32N8PtS2",
  "method": "the ωB97M-V functional and the def2-TZVPD basis",
  "gap_ev": 6.347,
  "homo_energy_ev": -12.85,
  "energy_ha": -2058.420857,
  "total_charge": 2,
  "elements": ["Pt", "C", "C", "N", "N", "C", "N", "S", "C", "C", "C", "C", "C", "N", "H", "H", "H", "H", "H", "H", "H", "H", "H", "H", "C", "N", "C", "C", "N", "C", "S", "H", "H", "H", "H", "H", "H", "H", "H", "C", "C", "N", "C", "C", "C", "C", "N", "H", "H", "H", "H", "H", "H", "H", "H", "H", "H", "H", "H", "H", "H"],
  "positions_angstrom": [[0.142, -0.666, -0.106], [1.410, 3.400, 0.237], [1.214, 1.960, -0.089], [0.379, 1.191, 0.517], [-0.431, 1.613, 1.539], [-1.229, 0.704, 2.155], [-1.988, 1.140, 3.148], [-1.248, -0.940, 1.689], [1.963, 1.270, -1.177], [2.926, 1.902, -1.937], [3.589, 1.179, -2.927], [3.260, -0.144, -3.130], [2.269, -0.715, -2.340], [1.649, -0.035, -1.391], [1.256, 3.599, 1.297], [0.716, 4.014, -0.344], [2.419, 3.724, 0.001], [-0.506, 2.602, 1.733], [-1.955, 2.084, 3.498], [-2.612, 0.497, 3.608], [3.165, 2.942, -1.778], [4.352, 1.657, -3.527], [3.748, -0.736, -3.890], [1.956, -1.743, -2.469], [-4.415, -1.350, -0.810], [-4.049, -1.318, -2.205], [-4.669, -2.202, -3.191], [-4.096, -1.676, -4.511], [-2.915, -0.948, -4.043], [-3.032, -0.624, -2.733], [-2.046, 0.478, -1.930], [-5.497, -1.435, -0.726], [-4.084, -0.429, -0.338], [-3.957, -2.200, -0.295], [-5.755, -2.125, -3.145], [-4.391, -3.243, -3.003], [-4.795, -1.005, -5.013], [-3.823, -2.475, -5.195], [-2.413, -0.315, -4.643], [0.186, -6.145, 1.682], [1.109, -5.641, 0.585], [0.919, -4.202, 0.316], [1.751, -3.332, 1.155], [3.091, -3.031, 0.504], [0.092, -3.770, -0.626], [-0.610, -4.795, -1.481], [-0.137, -2.502, -0.911], [0.383, -7.198, 1.880], [-0.863, -6.044, 1.403], [0.344, -5.596, 2.611], [0.984, -6.212, -0.331], [2.150, -5.765, 0.882], [1.891, -3.852, 2.102], [1.217, -2.413, 1.377], [3.639, -3.946, 0.280], [3.705, -2.429, 1.174], [2.954, -2.479, -0.427], [0.107, -5.361, -2.075], [-1.302, -4.305, -2.160], [-1.169, -5.500, -0.868], [-0.811, -2.414, -1.660]],
  "forces_ev_per_a": [[0.5421, -0.2041, 0.0695], [-0.0393, -0.0107, 0.0177], [0.0489, -0.1879, -0.1063], [0.0324, 0.0428, -0.0246], [-0.0496, -0.0239, 0.0958], [0.0715, -0.0983, -0.1169], [-0.0333, -0.0218, 0.0214], [-0.2072, 0.2939, 0.0594], [0.0233, 0.1702, 0.0301], [-0.0222, -0.1085, -0.0386], [-0.0081, 0.0456, 0.0296], [-0.0371, -0.0033, 0.0286], [0.0633, -0.1038, -0.1866], [-0.3914, 0.3389, 0.2555], [0.0050, -0.0022, -0.0017], [-0.0009, 0.0089, 0.0017], [0.0190, 0.0008, -0.0026], [0.0239, 0.0061, -0.0363], [0.0078, 0.0032, -0.0069], [0.0054, -0.0026, 0.0010], [0.0046, 0.0173, 0.0144], [-0.0085, 0.0024, -0.0034], [-0.0055, -0.0086, 0.0007], [0.0048, 0.0196, -0.0006], [0.0053, -0.0406, 0.0237], [0.0110, 0.0893, -0.0956], [-0.0196, -0.0297, -0.0009], [0.0014, -0.0183, -0.0217], [0.0255, -0.0246, -0.0247], [-0.1156, 0.0056, 0.1132], [0.0271, 0.0174, -0.1016], [-0.0005, 0.0152, 0.0003], [0.0088, 0.0026, 0.0049], [-0.0102, 0.0052, -0.0127], [0.0041, -0.0130, 0.0039], [0.0252, 0.0156, 0.0095], [0.0052, 0.0098, 0.0152], [-0.0156, 0.0045, -0.0053], [0.0065, 0.0072, 0.0087], [0.0043, -0.0022, 0.0012], [-0.0044, 0.0148, 0.0317], [-0.0032, -0.0632, 0.0458], [-0.0248, 0.0117, 0.0019], [0.0070, 0.0001, -0.0224], [0.0526, 0.0055, -0.1772], [-0.0325, 0.0058, 0.0436], [-0.0350, -0.1743, 0.0549], [0.0003, -0.0024, 0.0066], [0.0011, 0.0004, -0.0108], [-0.0034, -0.0018, 0.0034], [-0.0104, 0.0003, -0.0009], [0.0020, -0.0052, -0.0191], [0.0062, 0.0048, -0.0089], [-0.0107, 0.0052, 0.0043], [0.0015, -0.0017, 0.0049], [0.0078, 0.0090, -0.0055], [0.0099, -0.0211, 0.0519], [0.0119, 0.0067, -0.0044], [-0.0074, -0.0038, 0.0007], [0.0099, -0.0006, -0.0052], [0.0099, -0.0080, -0.0148]],
  "nbo_charge": [0.77, -0.70, 0.31, -0.22, -0.42, 0.33, -0.73, 0.00, 0.14, -0.18, -0.12, -0.21, 0.09, -0.45, 0.24, 0.27, 0.26, 0.42, 0.42, 0.44, 0.24, 0.25, 0.26, 0.23, -0.41, -0.40, -0.22, -0.23, -0.59, 0.32, -0.38, 0.22, 0.24, 0.19, 0.23, 0.20, 0.21, 0.22, 0.42, -0.62, -0.21, -0.38, -0.23, -0.62, 0.54, -0.68, -0.81, 0.24, 0.21, 0.22, 0.22, 0.22, 0.22, 0.21, 0.22, 0.23, 0.19, 0.25, 0.23, 0.25, 0.40]
}

[2]
{
  "formula": "C5H7N",
  "method": "the ωB97M-V functional and the def2-TZVPD basis",
  "gap_ev": 9.210,
  "homo_energy_ev": -8.13,
  "smiles": "Cc1cc[nH]c1",
  "energy_ha": -249.470509,
  "elements": ["C", "C", "C", "C", "N", "C", "H", "H", "H", "H", "H", "H", "H"],
  "positions_angstrom": [[-0.624, -1.691, 0.750], [-0.116, -0.406, 0.166], [0.515, 0.663, 0.870], [0.759, 1.668, -0.030], [0.321, 1.249, -1.255], [-0.214, -0.008, -1.145], [-1.101, -1.516, 1.721], [-1.372, -2.147, 0.095], [0.174, -2.426, 0.906], [0.754, 0.680, 1.927], [1.146, 2.667, 0.105], [0.395, 1.780, -2.107], [-0.637, -0.514, -2.003]],
  "forces_ev_per_a": [[-0.0283, -0.0857, 0.0231], [-0.0376, 0.0338, -0.0801], [-0.0177, 0.0092, 0.0213], [-0.0394, 0.0359, -0.0012], [-0.0013, 0.0555, -0.0040], [-0.0489, -0.0777, 0.0229], [0.0708, -0.0204, -0.1387], [0.1205, 0.0414, 0.0788], [-0.0714, 0.1237, -0.0237], [-0.0868, 0.0435, -0.1696], [0.1164, -0.1383, 0.0089], [-0.0538, -0.0806, 0.1290], [0.0775, 0.0599, 0.1332]],
  "nbo_charge": [-0.62, -0.09, -0.31, -0.07, -0.51, -0.09, 0.21, 0.21, 0.21, 0.22, 0.21, 0.41, 0.21]
}

[3]
{
  "formula": "C27H33N5O5W",
  "method": "the ωB97M-V functional and the def2-TZVPD basis",
  "gap_ev": [6.886, 6.885],
  "homo_energy_ev": [-19.92, -19.92],
  "energy_ha": -1764.117197,
  "total_charge": 4,
  "elements": ["W", "C", "C", "O", "C", "C", "O", "C", "C", "O", "C", "C", "O", "C", "C", "O", "H", "H", "H", "H", "H", "H", "H", "H", "H", "H", "H", "H", "H", "H", "H", "H", "H", "H", "H", "H", "C", "C", "C", "C", "C", "C", "N", "N", "C", "C", "C", "C", "C", "N", "H", "H", "H", "H", "H", "H", "H", "H", "H", "N", "C", "C", "C", "C", "N", "C", "C", "H", "H", "H", "H"],
  "positions_angstrom": [[-0.067, 0.302, -0.058], [0.647, -2.673, 0.687], [-0.857, -2.557, 0.937], [-1.351, -1.384, 0.210], [-2.813, -1.213, 0.298], [-3.119, 0.175, -0.214], [-2.069, 1.011, 0.352], [-2.318, 2.410, 0.653], [-1.188, 2.793, 1.588], [0.018, 2.150, 1.061], [1.281, 2.594, 1.653], [2.378, 2.163, 0.700], [1.973, 0.842, 0.244], [2.896, 0.031, -0.546], [2.578, -1.390, -0.134], [1.118, -1.436, 0.060], [0.877, -3.483, -0.001], [1.194, -2.809, 1.620], [-1.115, -2.450, 1.988], [-1.372, -3.429, 0.537], [-3.102, -1.369, 1.336], [-3.281, -1.971, -0.332], [-4.098, 0.513, 0.127], [-3.071, 0.243, -1.302], [-3.295, 2.506, 1.126], [-2.305, 2.981, -0.274], [-1.342, 2.459, 2.613], [-1.041, 3.874, 1.585], [1.375, 2.161, 2.647], [1.265, 3.681, 1.741], [3.342, 2.082, 1.201], [2.474, 2.819, -0.164], [3.929, 0.297, -0.323], [2.689, 0.218, -1.600], [3.035, -1.677, 0.812], [2.849, -2.106, -0.910], [0.564, -4.268, -3.899], [-0.298, -4.194, -2.810], [-0.544, -2.980, -2.188], [0.056, -1.825, -2.676], [0.903, -1.890, -3.785], [1.161, -3.113, -4.383], [-0.160, -0.482, -2.139], [-0.377, 0.302, -3.085], [-0.361, 1.646, -2.783], [-0.556, 2.516, -3.840], [-0.398, 3.876, -3.625], [-0.032, 4.276, -2.348], [0.110, 3.343, -1.337], [-0.069, 2.010, -1.503], [0.754, -5.220, -4.377], [-0.809, -5.083, -2.466], [-1.305, -2.942, -1.430], [1.385, -0.999, -4.164], [1.830, -3.156, -5.233], [-0.798, 2.098, -4.809], [-0.531, 4.593, -4.425], [0.143, 5.319, -2.116], [0.361, 3.702, -0.356], [0.174, -1.129, 7.519], [0.142, -0.919, 6.391], [0.100, -0.651, 4.988], [-1.106, -0.353, 4.348], [-1.102, -0.107, 2.993], [0.008, -0.135, 2.222], [1.164, -0.414, 2.861], [1.259, -0.674, 4.212], [-2.034, -0.317, 4.904], [-2.032, 0.129, 2.501], [2.063, -0.418, 2.264], [2.221, -0.892, 4.656]],
  "forces_ev_per_a": [[0.2025, 0.8199, 1.8940], [0.0373, -0.0630, -0.0659], [-0.0693, -0.0845, -0.1691], [0.0137, -0.0864, 0.0566], [0.0462, -0.1221, -0.2326], [-0.0283, 0.0598, -0.1116], [-0.2855, -0.2430, -0.3819], [0.1495, -0.0265, -0.0785], [-0.1571, 0.1108, -0.0300], [0.0252, 0.1402, -0.0535], [0.1167, 0.0983, -0.0065], [-0.1145, -0.0159, -0.0599], [0.4286, -0.1700, -0.4087], [-0.0223, 0.0679, -0.1019], [-0.0857, -0.0502, -0.1972], [-0.0832, -0.2325, -0.0225], [0.0062, 0.0304, -0.0299], [-0.0218, -0.0238, 0.0069], [0.0676, 0.0483, 0.0135], [-0.0272, -0.0019, 0.0297], [-0.0208, 0.0521, 0.0003], [-0.0014, -0.0211, 0.0395], [0.0157, 0.0065, 0.0291], [-0.0063, -0.0033, 0.0002], [0.0330, 0.0096, 0.0833], [-0.0492, 0.0067, -0.0039], [0.0190, -0.0592, -0.0214], [0.0441, -0.0063, 0.0018], [-0.0211, -0.0554, -0.0250], [-0.0393, -0.0032, 0.0159], [-0.0264, 0.0094, 0.0683], [0.0181, 0.0006, -0.0087], [-0.0154, -0.0081, 0.0646], [0.0257, -0.0010, -0.0092], [0.0372, 0.0330, -0.0067], [-0.0265, -0.0065, 0.0022], [0.0041, 0.0106, 0.0130], [-0.0048, 0.0080, -0.0141], [-0.2667, -0.0211, -0.0948], [0.3888, 0.0790, 0.1186], [0.1902, -0.0957, 0.0972], [0.0451, 0.0098, -0.0049], [-0.4093, -0.1106, 0.2577], [-0.0351, 0.1817, -0.2542], [0.0515, -0.1989, 0.0529], [0.0177, 0.1595, -0.0003], [-0.0244, -0.1078, -0.0436], [0.0200, 0.0057, 0.0766], [-0.0972, 0.0626, 0.0868], [-0.0459, -0.1082, -0.4639], [-0.0006, -0.0078, -0.0026], [-0.0028, -0.0068, -0.0031], [-0.0181, 0.0316, 0.0057], [-0.0462, 0.0313, -0.0088], [-0.0190, -0.0133, -0.0162], [0.0147, 0.0013, -0.0104], [-0.0063, 0.0004, -0.0024], [-0.0001, 0.0022, -0.0025], [-0.0039, -0.0028, -0.0283], [0.0008, -0.0095, 0.0179], [0.0077, 0.0141, -0.0212], [-0.0242, -0.0013, -0.0235], [0.0164, -0.0016, 0.0267], [-0.0084, 0.0653, -0.0249], [0.0354, -0.1583, 0.0217], [0.0518, -0.0070, -0.0322], [-0.0029, 0.0037, 0.0021], [0.0015, 0.0020, 0.0011], [0.0046, -0.0202, -0.0103], [-0.0157, -0.0081, -0.0068], [-0.0036, 0.0006, 0.0098]],
  "mulliken_charge": [2.96, -0.99, -1.15, -0.47, -0.38, -1.03, -0.55, -0.79, -0.62, -0.25, -0.67, -0.81, -0.42, -1.07, -0.59, -0.06, 0.67, 0.64, 0.53, 0.81, 0.39, 0.50, 0.64, 0.34, 0.78, 0.27, 0.32, 0.67, 0.30, 0.71, 0.70, 0.39, 0.70, 0.32, 0.51, 0.41, -0.63, -0.88, -0.31, 0.52, -0.47, -0.86, 1.62, -1.21, 0.02, -0.36, -0.61, -1.27, -0.09, 0.11, 0.48, 0.50, 0.52, 0.50, 0.47, 0.63, 0.51, 0.54, 0.61, -0.23, -0.56, 0.21, -0.92, -0.58, 1.05, -0.42, -0.72, 0.63, 0.62, 0.25, 0.64]
}